This record from OMol25 describes 2 unconnected molecules or ions with the total composition C5H10BrNO2S in a non-equilibrium geometry. The level of theory is wB97M-V/def2-TZVPD.

Calculated values
Maximum force   4.14 eV/A
Kohn-Sham gap   9.67 eV

Last column: natural (NBO) charge in e.
Geometry (Å):
Br  3.1928  -0.8692  0.0309  0.03
S  1.5720  2.1201  -0.0693  1.72
O  0.5184  2.8781  -0.6200  -0.88
O  1.5955  2.0236  1.3599  -0.89
N  0.4811  -0.1815  0.2575  -0.46
C  -0.6428  -0.3813  -1.8949  -0.62
C  1.3867  -1.3039  0.3873  -0.14
C  -1.8059  0.5797  0.2316  -0.61
C  0.8408  -0.7057  1.6153  -0.25
C  -0.7538  -0.4640  -0.3286  -0.02
H  -2.1087  0.4121  1.3186  0.21
H  -1.3380  1.4926  0.0568  0.22
H  1.1388  -2.2899  0.1315  0.22
H  1.4445  -0.0190  2.1496  0.25
H  0.1663  -0.9859  -2.1837  0.21
H  -0.0011  -1.1504  2.1878  0.21
H  -0.4075  0.7169  -2.0166  0.23
H  -1.4628  -0.8403  -2.3255  0.22
H  -1.1125  -1.4910  0.1282  0.15
H  -2.7038  0.4590  -0.4163  0.21

This record from OMol25 describes 2 unconnected molecules or ions with the total composition C3H9NOS. The level of theory is wB97M-V/def2-TZVPD.

Calculated values
Maximum force   0.63 eV/A
Energy above the lowest of the compared OMol25 structures with the same formula, charge and spin   0.0 kJ/mol
Kohn-Sham gap   9.60 eV

Last column: natural (NBO) charge in e.
Geometry (Å):
S  1.6442  -0.7155  1.4141  -0.12
O  0.0156  0.6014  -1.3214  -0.63
N  -1.0273  -1.3824  -1.0481  -0.82
C  -2.3481  0.5875  -1.5946  -0.71
C  -1.0130  -0.0450  -1.2971  0.68
C  2.7890  0.3801  2.3334  -0.71
H  2.3690  0.5792  3.3142  0.21
H  -2.2828  1.2389  -2.4592  0.24
H  2.8843  1.3037  1.7752  0.23
H  -0.2293  -1.8137  -0.6088  0.41
H  1.1547  0.1938  0.5605  0.16
H  -3.1362  -0.1431  -1.7719  0.21
H  -1.9063  -1.8614  -0.9733  0.39
H  -2.6604  1.1917  -0.7442  0.24
H  3.7467  -0.1152  2.4212  0.22

Copy entry 1 word for word.
This record from OMol25 describes 2 unconnected molecules or ions with the total composition C5H10BrNO2S in a non-equilibrium geometry. The level of theory is wB97M-V/def2-TZVPD.

Calculated values
Maximum force   4.14 eV/A
Kohn-Sham gap   9.67 eV

Last column: natural (NBO) charge in e.
Geometry (Å):
Br  3.1928  -0.8692  0.0309  0.03
S  1.5720  2.1201  -0.0693  1.72
O  0.5184  2.8781  -0.6200  -0.88
O  1.5955  2.0236  1.3599  -0.89
N  0.4811  -0.1815  0.2575  -0.46
C  -0.6428  -0.3813  -1.8949  -0.62
C  1.3867  -1.3039  0.3873  -0.14
C  -1.8059  0.5797  0.2316  -0.61
C  0.8408  -0.7057  1.6153  -0.25
C  -0.7538  -0.4640  -0.3286  -0.02
H  -2.1087  0.4121  1.3186  0.21
H  -1.3380  1.4926  0.0568  0.22
H  1.1388  -2.2899  0.1315  0.22
H  1.4445  -0.0190  2.1496  0.25
H  0.1663  -0.9859  -2.1837  0.21
H  -0.0011  -1.1504  2.1878  0.21
H  -0.4075  0.7169  -2.0166  0.23
H  -1.4628  -0.8403  -2.3255  0.22
H  -1.1125  -1.4910  0.1282  0.15
H  -2.7038  0.4590  -0.4163  0.21